DFT (ωB97M-V/def2-TZVPD) results for a structure of composition C12H16BBaF4O12 in a non-equilibrium geometry.

The geometry in XYZ format:
```
46
Properties=species:S:1:pos:R:3:lowdin_charge:R:1
Ba -0.720 -3.159 2.594 1.91
B 0.464 -1.009 1.259 -0.59
H 0.900 -1.576 2.133 -0.15
H -0.594 -0.752 1.589 -0.09
H 1.016 -0.013 1.108 0.01
H 0.360 -1.726 0.392 -0.04
C 2.624 0.253 -1.590 -0.04
C 2.823 -1.108 -0.935 -0.33
O 4.211 -1.288 -1.050 0.13
C 4.825 -0.097 -1.188 -0.55
O 5.993 0.051 -1.177 0.20
O 3.902 0.877 -1.433 0.08
F 2.080 -2.017 -1.625 0.06
H 1.852 0.857 -1.125 0.12
H 2.404 0.003 -2.630 0.15
H 2.718 -1.198 0.154 0.14
C -2.203 -1.795 -3.218 -0.03
C -1.895 -3.227 -3.661 -0.25
O -1.793 -3.936 -2.448 0.16
C -2.011 -3.088 -1.409 -0.54
O -1.905 -3.399 -0.252 0.03
O -2.369 -1.884 -1.807 0.11
F -0.637 -3.241 -4.226 0.06
H -3.126 -1.568 -3.760 0.15
H -1.474 -1.081 -3.589 0.14
H -2.528 -3.767 -4.359 0.18
C 0.106 2.333 3.605 -0.08
C -0.590 1.063 4.037 -0.30
O -1.303 1.571 5.145 0.12
C -0.530 2.532 5.745 -0.52
O -0.740 3.139 6.741 0.21
O 0.410 2.931 4.844 0.07
F 0.326 0.115 4.438 0.04
H -0.496 3.114 3.126 0.15
H 1.014 2.137 3.033 0.14
H -1.178 0.584 3.256 0.14
C -1.714 1.153 -0.850 -0.04
C -1.166 2.498 -0.360 -0.29
O -0.759 3.150 -1.530 0.17
C -0.650 2.275 -2.531 -0.57
O -0.151 2.484 -3.593 0.19
O -1.223 1.117 -2.185 0.05
F -0.133 2.429 0.507 0.08
H -2.794 0.989 -0.914 0.14
H -1.365 0.234 -0.372 0.10
H -1.983 3.041 0.114 0.17
```

Properties
**Energy relative to the best compared isomer or geometry (same formula, charge and spin)**: 304.7 kJ/mol
**Charge**: +1
**Highest occupied orbital energy**: -13.066 eV



DFT (ωB97M-V/def2-TZVPD) results for a cluster of 5 separate species, C12H16BrO12 in total in a non-equilibrium geometry.

The geometry in XYZ format:
```
41
Properties=species:S:1:pos:R:3:lowdin_charge:R:1
Br -30.760 22.105 -10.495 -0.21
C -28.347 20.835 -12.654 -0.16
C -29.151 21.676 -13.626 -0.15
O -28.268 21.799 -14.759 0.06
C -27.328 20.829 -14.685 -0.59
O -26.544 20.603 -15.554 0.14
O -27.406 20.172 -13.519 0.06
H -28.958 20.109 -12.127 0.10
H -27.810 21.392 -11.886 0.11
H -29.453 22.610 -13.168 0.07
H -30.028 21.148 -14.000 0.13
C -28.479 25.224 -9.893 -0.11
C -29.140 26.486 -10.483 -0.11
O -29.658 27.153 -9.342 0.06
C -29.146 26.597 -8.209 -0.58
O -29.320 27.054 -7.127 0.15
O -28.440 25.492 -8.488 0.07
H -27.473 25.096 -10.289 0.13
H -29.066 24.336 -10.100 0.03
H -29.949 26.154 -11.136 0.12
H -28.479 27.136 -11.053 0.12
C -33.336 23.246 -12.919 -0.11
C -32.124 23.990 -13.516 -0.13
O -31.723 23.152 -14.614 0.03
C -32.813 22.451 -15.009 -0.59
O -32.930 21.934 -16.072 0.15
O -33.722 22.402 -14.027 0.05
H -34.100 24.010 -12.802 0.12
H -33.073 22.647 -12.055 0.04
H -31.306 24.097 -12.810 0.07
H -32.442 24.936 -13.958 0.12
C -31.094 23.260 -7.081 -0.13
C -31.261 24.465 -6.119 -0.10
O -30.676 24.027 -4.900 0.06
C -30.072 22.830 -5.080 -0.59
O -29.446 22.274 -4.234 0.14
O -30.290 22.355 -6.312 0.07
H -30.550 23.562 -7.971 0.05
H -32.015 22.767 -7.371 0.11
H -32.331 24.613 -5.958 0.12
H -30.812 25.385 -6.480 0.10
```

Properties
**Energy relative to the best compared isomer or geometry (same formula, charge and spin)**: 0.0 kJ/mol
**Charge**: -1
**Highest occupied orbital energy**: -5.840 eV



DFT (ωB97M-V/def2-TZVPD) results for a cluster of 2 separate species, C12H16N2O in total in a non-equilibrium geometry.

The geometry in XYZ format:
```
31
Properties=species:S:1:pos:R:3:lowdin_charge:R:1
C 0.252 3.256 -1.132 -0.07
C 0.056 2.372 0.059 -0.25
C -1.142 2.295 0.886 -0.01
N -0.814 1.466 2.003 0.03
C 0.468 0.855 1.741 -0.22
C 0.924 -0.276 2.390 -0.05
C 2.246 -0.493 2.098 -0.12
C 2.894 0.116 1.061 -0.08
C 2.313 1.128 0.305 -0.01
C 1.030 1.518 0.604 -0.18
H 1.174 3.965 -1.174 0.11
H -0.637 3.923 -1.156 0.07
H 0.143 2.511 -1.976 0.09
H -2.035 2.820 0.855 0.08
H -1.442 1.088 2.841 0.20
H 0.324 -0.821 3.200 0.14
H 2.584 -1.362 2.629 0.10
H 3.757 -0.318 0.774 0.07
H 2.871 1.693 -0.358 0.09
C -0.061 -2.976 -2.079 -0.12
C -0.639 -1.820 -1.263 -0.17
C -2.166 -2.104 -1.297 -0.60
N -2.794 -1.427 -0.254 0.11
O -2.850 -2.593 -2.101 0.10
H 0.055 -3.975 -1.625 0.09
H 0.920 -2.568 -2.469 0.09
H -0.630 -3.048 -2.973 0.05
H -0.206 -1.735 -0.209 0.12
H -0.417 -0.825 -1.790 0.14
H -3.788 -1.740 -0.142 0.12
H -2.390 -0.925 0.553 0.09
```

Properties
**Structure (SMILES)**: Cc1c[nH]c2ccccc12.CCC(N)=O
**Energy relative to the best compared isomer or geometry (same formula, charge and spin)**: 238.7 kJ/mol
**Highest occupied orbital energy**: -7.816 eV



DFT (ωB97M-V/def2-TZVPD) results for a structure of composition C12H16N2O6Sc.

The geometry in XYZ format:
```
37
Properties=species:S:1:pos:R:3:lowdin_charge:R:1
Sc -0.007 -0.226 0.017 1.12
O 0.006 2.012 0.143 -0.10
C 1.288 2.471 -0.387 -0.14
C 2.402 1.712 0.294 -0.13
N 2.292 0.249 0.090 -0.21
C 2.780 -0.471 1.279 -0.07
C 1.728 -0.439 2.391 -0.57
O 2.013 -0.482 3.551 0.14
O 0.487 -0.379 1.902 -0.14
C 2.852 -0.212 -1.200 -0.05
C 1.771 -0.756 -2.133 -0.58
O 1.997 -1.554 -2.996 0.13
O 0.564 -0.258 -1.839 -0.13
H -0.158 2.422 1.004 0.13
H 1.236 2.283 -1.457 0.13
H 1.368 3.545 -0.230 0.14
H 3.372 2.076 -0.062 0.15
H 2.362 1.905 1.368 0.14
H 2.954 -1.515 1.007 0.14
H 3.721 -0.075 1.666 0.15
H 3.350 0.612 -1.718 0.14
H 3.606 -0.982 -1.041 0.14
O -2.208 -0.431 0.282 -0.10
C -2.843 -1.687 -0.064 -0.09
C -1.820 -2.789 -0.135 -0.23
C -2.239 -4.106 -0.232 0.01
C -1.286 -5.100 -0.362 -0.01
C 0.056 -4.749 -0.398 -0.01
C 0.386 -3.416 -0.290 -0.07
N -0.530 -2.447 -0.153 0.04
H -2.629 -0.040 1.057 0.13
H -3.329 -1.544 -1.028 0.15
H -3.605 -1.913 0.679 0.15
H -3.295 -4.339 -0.208 0.13
H -1.589 -6.136 -0.438 0.13
H 0.831 -5.492 -0.511 0.12
H 1.423 -3.104 -0.325 0.12
```

Properties
**Charge**: +1
**Highest occupied orbital energy**: -12.967 eV



DFT (ωB97M-V/def2-TZVPD) results for a cluster of 3 separate species, C12H16O6 in total in a non-equilibrium geometry.

The geometry in XYZ format:
```
34
Properties=species:S:1:pos:R:3:lowdin_charge:R:1
O -1.824 1.053 0.516 0.11
C -1.784 -0.121 0.794 -0.41
C -1.187 -0.563 2.064 0.13
C -1.069 -2.113 2.342 -0.09
O -0.787 -2.599 3.636 0.07
C -1.524 -3.052 1.374 -0.35
O -1.535 -4.331 1.518 0.06
C -2.018 -2.588 0.069 0.10
C -2.104 -1.074 -0.265 -0.19
O -2.621 -0.634 -1.372 0.20
H -1.041 0.165 2.787 0.08
H -0.531 -1.895 4.248 0.11
H -2.172 -3.234 -0.851 0.13
H -2.414 0.143 -1.553 -0.01
C 1.454 1.968 0.694 0.00
C 0.662 3.326 0.489 -0.43
C 0.195 4.086 1.763 -0.05
O 0.600 3.826 -0.658 0.01
H 2.080 1.827 -0.173 0.07
H 0.740 1.107 0.623 0.06
H 1.895 1.925 1.594 0.02
H -0.644 3.373 2.202 0.10
H -0.348 5.076 1.395 0.11
H 0.979 4.312 2.566 0.09
C 0.420 -1.234 -3.245 -0.01
C 1.189 -0.877 -2.068 -0.47
C 2.692 -0.631 -2.154 0.00
O 0.718 -1.018 -0.914 0.02
H 1.172 -0.940 -4.062 0.11
H -0.521 -0.920 -3.425 0.04
H 0.455 -2.320 -3.224 0.11
H 2.854 0.301 -2.517 0.04
H 2.776 -1.408 -2.983 0.10
H 3.238 -0.930 -1.196 0.12
```

Properties
**Structure (SMILES)**: O=C1C=C(O)C(=O)C=C1O.CC(C)=O.CC(C)=O
**Energy relative to the best compared isomer or geometry (same formula, charge and spin)**: 561.6 kJ/mol
**Highest occupied orbital energy**: -8.665 eV



DFT (ωB97M-V/def2-TZVPD) results for a cluster of 2 separate species, C12H16P in total in a non-equilibrium geometry.

The geometry in XYZ format:
```
29
Properties=species:S:1:pos:R:3:lowdin_charge:R:1
C -1.571 -1.078 3.103 0.22
C -1.555 -0.695 1.936 -0.09
C 0.260 4.073 0.942 0.03
C -0.611 3.652 -0.054 -0.09
C 0.752 3.085 1.898 -0.02
C -1.042 2.399 -0.211 0.00
C 0.245 1.801 1.887 0.03
C -0.693 1.423 0.815 -0.20
C 1.945 -2.242 -0.385 -0.27
C -0.494 -3.282 -1.314 -0.26
C 0.671 -1.136 -2.703 -0.30
C -1.381 0.183 0.825 -0.05
P 0.298 -1.631 -0.982 0.87
H -1.666 -1.454 4.089 0.06
H 0.588 5.109 1.005 0.12
H -1.044 4.362 -0.743 0.12
H 1.574 3.275 2.526 0.10
H -1.785 2.089 -1.015 0.16
H 0.484 1.067 2.595 0.10
H 2.693 -1.899 -1.194 0.07
H 1.962 -3.281 -0.135 0.02
H 2.086 -1.736 0.653 0.06
H -1.563 -3.166 -1.681 0.07
H -0.587 -3.726 -0.336 0.04
H -0.119 -3.708 -2.136 -0.01
H -0.111 -0.966 -3.396 0.03
H 1.075 -1.955 -3.221 0.02
H 1.430 -0.275 -2.659 0.08
H -1.842 -0.288 -0.108 0.10
```

Properties
**Energy relative to the best compared isomer or geometry (same formula, charge and spin)**: 172.9 kJ/mol
**Charge**: +1
**Highest occupied orbital energy (alpha / beta)**: -11.837 / -11.838 eV



The records above yield calculated total energy values of -1819.32157; -3943.93346; -651.55269; -1788.53808; -918.06928; -807.78625 Eh, respectively.